The molecule C6H12O. Source: the Open Molecules 2025 dataset; level of theory: ωB97M-V/def2-TZVPD.

XYZ file:
```
19
Properties=species:S:1:pos:R:3:forces:R:3:nbo_charge:R:1
C -1.940 -0.030 -1.737 0.4 -0.4 0.1 -0.659
C -0.691 -0.325 -0.950 0.0 -0.3 -0.3 0.245
C 0.493 -1.039 -1.514 -0.1 0.0 -0.2 -0.690
O -0.483 0.575 -0.002 -0.7 0.9 0.1 -0.398
C 0.464 0.563 0.907 0.8 -0.1 0.5 0.264
C 0.993 -0.738 1.382 0.0 -0.1 0.1 -0.690
C 0.518 1.733 1.845 0.0 -0.1 -0.1 -0.661
H -1.797 0.760 -2.501 -0.1 -0.2 0.2 0.203
H -2.738 0.262 -1.041 0.2 0.0 -0.3 0.225
H -2.234 -0.963 -2.237 -0.1 0.4 0.0 0.216
H 0.882 -1.877 -0.913 -0.2 0.2 -0.2 0.216
H 1.352 -0.341 -1.641 -0.4 -0.1 0.1 0.211
H 0.200 -1.429 -2.493 0.2 0.0 0.1 0.222
H 1.718 -1.235 0.725 -0.1 0.1 0.2 0.216
H 1.464 -0.557 2.352 0.0 -0.2 -0.1 0.221
H 0.145 -1.444 1.517 0.2 0.1 -0.1 0.213
H -0.021 2.606 1.463 0.1 -0.2 0.0 0.226
H 1.571 2.003 2.003 -0.2 0.1 0.0 0.219
H 0.105 1.476 2.835 0.0 0.1 -0.2 0.201
```
Forces are in eV/Å.

HOMO level (spin up / spin down) in eV: -6.52 / -6.61
LUMO energy (spin up / spin down) in eV: 1.0 / 1.0
Energy relative to the best compared isomer or geometry (same formula, charge and spin) in kcal/mol: 75.6
Total energy in eV: -8461.0734